1.
82
Properties=species:S:1:pos:R:3 method="wB97M-V/def2-TZVPD" multiplicity=2 lumo_ev="1.029 / 0.972" e_above_lowest_ev=1.903 orbital_gap_ev="4.61 / 4.59" charge=-1
Ir 0.06329 0.47326 -1.24612
C -1.65934 -1.32454 -4.93162
Si -1.13213 -1.79335 -3.20499
C -1.97725 -3.34766 -2.59458
C 0.69965 -2.11079 -3.20872
N -1.49615 -0.45598 -2.15287
C -2.76467 0.07981 -1.99345
C -3.94778 -0.48956 -2.50059
C -5.19290 0.10628 -2.29419
C -5.28783 1.28705 -1.58472
C -4.12605 1.88613 -1.08108
C -2.87030 1.30070 -1.27799
N -1.66652 1.85939 -0.82881
Si -0.82710 2.69871 0.20538
C 0.24073 4.06700 -0.38848
C -0.87372 2.42294 2.01609
C 3.12824 1.47496 1.78157
H -1.46415 -2.14869 -5.63940
H -1.06076 -0.45182 -5.24526
H -2.72540 -1.05547 -5.00120
H -1.69866 -4.21089 -3.22848
H -3.07886 -3.27804 -2.58101
H -1.63580 -3.56208 -1.56970
H 0.89673 -3.05974 -3.74224
H 1.09644 -2.20554 -2.19349
H 1.24346 -1.30472 -3.72910
H -3.88707 -1.42190 -3.06198
H -6.08954 -0.36103 -2.69474
H -6.25426 1.75319 -1.42248
H -4.18235 2.82901 -0.53823
H -0.30420 5.01617 -0.30073
H 0.47658 3.90874 -1.44883
H 1.15953 4.15518 0.19933
H -1.58729 3.10784 2.49582
H 0.10181 2.59679 2.47056
H -1.18298 1.39620 2.20370
H 2.06531 1.47770 1.60084
H 3.52489 0.51779 1.45145
H 4.10175 2.40928 3.11452
O 5.73153 4.03534 -4.48247
N 5.75527 4.02020 -3.27165
O 6.61529 4.55701 -2.60731
C 4.67642 3.30976 -2.55665
C 4.71760 3.25742 -1.14937
C 3.73672 2.58343 -0.48786
C 2.65737 1.93276 -1.19082
O 1.86356 1.24177 -0.54583
C 2.63281 2.09030 -2.61458
C 3.67535 2.74083 -3.28453
N 1.59247 1.55829 -3.43021
O 1.80621 1.40084 -4.58057
O 0.40096 1.56777 -3.06472
N 3.78432 2.53935 0.93183
O 4.60711 3.28213 1.53299
O 3.41435 1.72809 3.13096
H 5.51400 3.72787 -0.59728
H 3.65710 2.80336 -4.36303
C -0.14380 -0.56271 0.34135
C -0.29387 -1.18975 1.44203
C -0.48264 -1.92096 2.54892
C 0.07661 -1.42016 3.84344
C -0.51399 -1.69805 5.08282
C -0.00165 -1.14915 6.26146
C 1.10706 -0.30688 6.22932
C 1.69774 -0.00947 5.00477
C 1.18910 -0.56123 3.83339
C -1.26949 -3.18894 2.44317
C -2.18899 -3.36229 1.39734
C -2.90146 -4.54737 1.25287
C -2.71044 -5.59966 2.14409
C -1.78983 -5.45274 3.17678
C -1.07797 -4.26304 3.32544
H -1.40339 -2.31698 5.12453
H -0.48732 -1.37009 7.20699
H 1.49751 0.12659 7.14925
H 2.55143 0.67292 4.94797
H 1.64664 -0.32730 2.87691
H -2.33785 -2.54553 0.69806
H -3.61114 -4.64567 0.43342
H -3.26718 -6.52677 2.03016
H -1.61008 -6.27313 3.86720
H -0.33880 -4.18051 4.11525


2.
15
Properties=species:S:1:pos:R:3 method="wB97M-V/def2-TZVPD" smiles="CC(C)=C(C#N)C(=O)Cl" lumo_ev=-0.392 e_above_lowest_ev=1.077 orbital_gap_ev=9.75
C 0.94056 -1.40194 0.20596
C 0.49345 0.00011 0.03886
C 1.49040 1.00899 -0.25881
C -0.83221 0.27139 0.12898
C -1.34521 1.65096 0.12961
N -1.94323 2.61404 0.22899
C -1.99624 -0.84717 0.16883
O -1.77834 -2.00990 0.39668
Cl -3.50034 -0.17087 -0.43692
H 0.14484 -1.96275 0.52566
H 1.23420 -1.86994 -0.77816
H 1.87592 -1.51609 0.77884
H 2.56317 0.88634 -0.15986
H 1.43404 1.46448 -1.29298
H 1.21898 1.88233 0.32432


3.
15
Properties=species:S:1:pos:R:3 method="wB97M-V/def2-TZVPD" smiles="C=C(C)CC" lumo_ev=1.067 e_above_lowest_ev=1.489 orbital_gap_ev=10.42
C -1.42502 -1.26885 -0.22451
C -0.71462 -0.21378 0.13081
C -1.29395 1.20410 -0.04646
C 0.71670 -0.29393 0.59268
C 1.86755 0.04827 -0.39229
H -1.01485 -2.29086 -0.02605
H -2.44188 -1.14246 -0.56364
H -2.36991 1.14343 -0.12056
H -1.02654 1.69726 0.89266
H -0.74981 1.74921 -0.83558
H 0.96354 -1.26032 0.99515
H 0.76650 0.40278 1.45203
H 2.79773 0.03228 0.35591
H 1.78936 1.05030 -1.00804
H 2.13523 -0.85746 -1.20211


4.
207
Properties=species:S:1:pos:R:3 method="wB97M-V/def2-TZVPD" lumo_ev=0.360 orbital_gap_ev=9.08
C -4.34869 5.01085 -0.92430
C -4.59235 3.66821 -0.17379
C -4.55588 2.50314 -1.13929
O -5.50638 2.68348 -2.18728
C -5.34001 1.68427 -3.20482
N -3.51886 3.39775 0.77623
H -4.48979 5.84021 -0.29372
H -5.12729 5.06150 -1.69133
H -3.42073 5.06468 -1.45757
H -5.58166 3.85286 0.28099
H -4.80965 1.58548 -0.58279
H -3.49417 2.44018 -1.55769
H -6.20501 1.69484 -3.92125
H -5.30178 0.69426 -2.76708
H -4.52707 1.90509 -3.77908
H -3.64273 2.54477 1.25303
H -3.52327 4.23014 1.34296
C -5.72088 -6.27280 1.08969
C -4.82837 -5.55360 2.08075
C -3.61118 -6.37075 2.49558
O -2.70846 -5.56425 3.34908
C -1.50057 -6.19571 3.76704
N -4.50145 -4.24288 1.55659
H -5.28478 -6.39317 0.10181
H -6.66917 -5.78628 1.02067
H -5.91263 -7.26924 1.47445
H -5.52754 -5.29707 2.95495
H -3.08560 -6.63407 1.55261
H -3.93600 -7.27830 2.98844
H -0.99578 -5.56181 4.51254
H -0.74926 -6.33968 2.95063
H -1.68449 -7.19239 4.21032
H -3.90345 -4.37177 0.75655
H -3.98686 -3.62227 2.19782
C -2.10649 4.28667 4.44012
C -1.02841 4.82720 3.48961
C -1.19633 6.21853 2.86923
O -2.41240 6.23236 2.13598
C -2.72032 7.46820 1.56957
N 0.30534 4.80817 4.16260
H -3.02338 4.05443 3.78206
H -2.40923 5.02221 5.17846
H -1.75617 3.31357 4.86480
H -1.03211 4.18942 2.59121
H -0.31363 6.48343 2.27409
H -1.28964 6.92236 3.65860
H -3.79342 7.49284 1.55955
H -2.31388 7.64243 0.54503
H -2.34465 8.23359 2.18617
H 0.22585 5.41188 4.97904
H 0.47347 3.89061 4.49560
C 6.53343 6.62733 -0.20307
C 5.49674 5.53424 0.12809
C 4.05732 6.15834 0.33458
O 3.14829 5.13543 0.59375
C 1.93247 5.62712 1.15511
N 5.47418 4.61098 -0.97677
H 7.54026 6.15511 -0.39253
H 6.61164 7.34584 0.58547
H 6.28934 7.09544 -1.17311
H 5.71785 5.04573 1.08266
H 3.85412 6.66296 -0.59191
H 4.02810 6.79217 1.21464
H 1.12525 4.95220 0.85742
H 1.61723 6.58470 0.67889
H 2.05802 5.83469 2.24397
H 6.20101 4.77539 -1.64606
H 5.46646 3.67289 -0.67034
C 1.12040 -6.17832 -1.22316
C 1.87716 -6.08068 0.16392
C 2.56823 -4.72624 0.50076
O 3.67465 -4.48978 -0.39710
C 4.01679 -3.15356 -0.48624
N 0.97721 -6.44596 1.25444
H 0.97711 -7.26502 -1.44012
H 1.69131 -5.69798 -1.96786
H 0.15360 -5.66348 -1.08471
H 2.69950 -6.79552 0.08610
H 2.85528 -4.70547 1.54474
H 1.91481 -3.87134 0.35772
H 4.08565 -2.73122 0.53873
H 3.41084 -2.51648 -1.18881
H 5.05140 -2.99437 -0.77493
H 0.70517 -7.40463 1.09981
H 1.48931 -6.42655 2.11731
C 0.38701 5.38182 -3.56423
C -0.88814 4.62832 -3.26127
C -1.85986 4.58711 -4.42403
O -2.30219 5.82337 -4.90201
C -3.50201 6.36485 -4.34157
N -0.58898 3.25651 -2.79071
H 0.80797 5.34165 -4.57785
H 1.19297 5.03171 -2.90761
H 0.26297 6.45073 -3.35556
H -1.33879 5.22558 -2.44754
H -2.66733 3.91557 -4.14122
H -1.37683 4.00760 -5.26936
H -3.28578 6.65425 -3.34819
H -4.43928 5.73388 -4.53598
H -3.70537 7.30434 -4.90327
H 0.12311 2.85417 -3.46040
H -1.40184 2.61948 -2.95920
C -1.39143 -6.40306 -3.99857
C -2.55465 -5.69450 -4.70790
O -3.82636 -5.72228 -4.08389
H -1.28352 -6.00138 -2.95677
H -0.50209 -6.17329 -4.59809
H -1.58764 -7.51998 -3.97823
H -2.64960 -6.07263 -5.76184
H -2.28529 -4.64944 -4.78041
H -4.35731 -6.55198 -4.23367
C -0.17414 -0.82848 -6.71689
C 1.06098 -0.52784 -6.00770
O 0.87403 0.77099 -5.32432
H -0.38336 0.00560 -7.45267
H -1.00988 -0.71426 -6.07662
H -0.25848 -1.79396 -7.24623
H 1.96818 -0.47822 -6.59890
H 1.25121 -1.22399 -5.15595
H 1.56696 1.38897 -5.65671
C 5.45599 -2.44420 2.98065
C 6.59947 -2.07570 2.06825
O 7.18867 -3.29761 1.60641
H 5.82536 -2.99456 3.90569
H 4.78829 -3.20232 2.57858
H 4.92074 -1.58922 3.39871
H 7.32787 -1.55306 2.60427
H 6.32790 -1.57285 1.14766
H 7.88579 -3.04823 0.94353
C 3.93174 2.85327 -3.72441
C 4.18081 2.53596 -5.24073
O 2.89465 2.50136 -5.93904
H 4.77434 2.74484 -3.04088
H 3.15512 2.24593 -3.32378
H 3.62534 3.93053 -3.55976
H 4.59086 1.54783 -5.44826
H 4.80936 3.29447 -5.69933
H 2.46903 3.35261 -5.84353
C 1.87560 -2.93143 5.16553
C 0.39472 -2.69484 5.01178
O 0.01413 -1.35000 5.42734
H 2.37822 -2.17680 4.49953
H 2.06186 -3.93551 4.72060
H 2.09210 -2.89501 6.24209
H -0.18609 -3.51769 5.60106
H 0.01421 -2.72420 4.00492
H 0.09651 -1.31576 6.37213
C -3.56032 -0.46140 3.94642
C -2.43536 -0.21053 2.99836
O -2.94173 0.47046 1.82693
H -4.28336 0.35577 3.95003
H -3.18069 -0.46810 5.00081
H -4.07441 -1.41600 3.78977
H -1.94841 -1.16069 2.69681
H -1.68151 0.34735 3.51228
H -2.20484 0.40710 1.13008
C 1.90445 -0.89517 0.88507
C 0.91926 -0.16872 1.73300
O 1.34065 1.22528 1.79159
H 1.72655 -0.46195 -0.17553
H 1.64057 -1.93206 0.86459
H 2.90041 -0.71345 1.22959
H 0.80764 -0.64768 2.75900
H -0.08196 -0.13516 1.33832
H 0.62514 1.69410 1.28726
O 3.28093 -6.47417 3.44965
H 3.41072 -6.77321 4.35506
H 4.14531 -6.14775 3.13681
O 0.10301 0.00081 -2.71432
H 0.68707 -0.77990 -2.91926
H 0.27288 0.54163 -3.57172
O -1.83286 -0.23836 -0.72847
H -2.76509 -0.33390 -0.78169
H -1.56722 0.20266 -1.54443
O 7.30167 2.37304 1.86526
H 7.24757 1.92318 2.73285
H 6.32516 2.68361 1.83835
O -1.32691 -3.19806 -0.99531
H -1.40591 -2.22871 -0.89545
H -1.01722 -3.52630 -0.09895
O -4.33507 -0.67190 -0.32483
H -4.65159 -1.57093 -0.16704
H -4.33494 -0.30358 0.58980
O 4.19313 2.82395 1.87666
H 3.76606 3.65070 1.50644
H 3.48772 2.14242 1.88203
O -6.06372 -2.78360 -0.64472
H -5.45609 -3.30682 -1.22887
H -6.07607 -3.43251 0.08389
O 1.00179 -3.07016 -2.50601
H 1.62242 -3.17727 -1.78237
H 0.15354 -3.03526 -2.01468
O 0.43018 1.58090 4.68246
H 0.71245 1.61225 3.78212
H 0.56040 0.71693 5.05231
O -0.87505 -4.40450 1.54343
H -0.27657 -5.19729 1.26742
H -1.59952 -4.77601 2.05784
O -3.82085 -4.16317 -1.72729
H -3.01761 -3.69797 -1.57518
H -3.93315 -4.50445 -2.62424
O -0.59703 2.87188 0.38129
H -0.45590 2.86302 -0.55394
H -1.51848 3.09709 0.42413
O 5.28907 -5.43618 1.72365
H 6.06874 -4.82628 1.73098
H 4.93417 -5.41159 0.80247


5.
17
Properties=species:S:1:pos:R:3 method="wB97M-V/def2-TZVPD" lumo_ev=-3.725 e_above_lowest_ev=1.985 orbital_gap_ev=10.61 charge=+1
C -0.95270 -1.98957 1.06000
N 0.91972 0.82329 -0.16125
C -0.14838 0.04576 0.13745
N -0.10794 -1.25880 0.10937
H -0.33628 -1.84999 2.08517
H -1.89270 -1.39854 1.34064
H -1.21639 -3.03796 0.82088
H 1.66421 0.43181 -0.82863
H 1.16136 1.85456 0.17478
H -1.07563 0.45420 0.40281
H 0.45387 -1.79028 -0.60040
H -2.87082 2.85488 0.63953
H -3.28223 1.59040 1.13960
O -2.51592 2.14174 1.03503
H 3.96620 0.83788 -2.18216
H 3.11460 -0.09171 -3.02847
O 3.11902 0.38233 -2.14436


6.
7
Properties=species:S:1:pos:R:3 method="wB97M-V/def2-TZVPD" smiles=NON[O-] lumo_ev=5.312 e_above_lowest_ev=0.287 orbital_gap_ev=7.91 charge=-1
N 0.25906 0.43856 1.04708
O 1.04660 0.90633 0.03950
N 0.27604 0.72918 -1.31979
O -1.21740 0.87084 -1.03523
H -0.63852 0.73960 0.71104
H 0.34626 -0.63427 1.02118
H 0.23573 -0.24486 -1.53859


7.
110
Properties=species:S:1:pos:R:3 method="wB97M-V/def2-TZVPD" smiles="O=C1OC[C@@H](F)O1.O=C1OC[C@@H](F)O1.C[C@H]1COC(=O)O1.C[C@H]1COC(=O)O1.C[C@H]1COC(=O)O1.C[C@H]1COC(=O)O1.C[C@H]1COC(=O)O1.ClCCl.ClCCl.ClCCl.ClCCl.ClCCl" lumo_ev=-0.140 orbital_gap_ev=10.49
O 0.85230 3.05885 -1.04503
C 0.84895 1.95339 -0.48890
O 1.29374 0.78113 -1.00227
C 1.15650 -0.23294 -0.02456
C 0.64099 0.48264 1.19788
F 1.52327 0.43812 2.11999
O 0.40592 1.80360 0.76585
H 0.41264 -0.92904 -0.41213
H 2.10058 -0.55983 0.41127
H -0.21518 -0.03378 1.63193
O -2.08206 -3.11628 -7.86120
C -1.89741 -3.70947 -6.80857
O -2.53014 -3.45238 -5.69682
C -2.43587 -4.65215 -4.99822
C -0.93061 -4.96512 -5.22679
F -0.62493 -6.24588 -4.90141
O -0.91547 -4.62722 -6.55310
H -2.80966 -4.41050 -4.00324
H -2.93904 -5.49862 -5.46557
H -0.28290 -4.28413 -4.67468
C -4.34457 2.32771 -3.98864
C -5.89188 2.06318 -4.33410
C -6.20275 1.66276 -5.81155
O -6.86698 0.50086 -5.66490
C -6.70052 -0.03679 -4.40946
O -6.98467 -1.19636 -4.16424
O -6.31904 0.88851 -3.59175
H -4.38096 2.79429 -3.00423
H -3.82506 2.99374 -4.67755
H -3.71992 1.45608 -3.79323
H -6.57928 2.79602 -3.91155
H -5.30737 1.67014 -6.43310
H -6.96207 2.34285 -6.19759
C 0.00332 -9.26703 4.83718
C 0.19683 -9.03802 3.33574
C -0.97088 -9.51985 2.42968
O -1.10299 -8.39249 1.62708
C -0.48523 -7.29735 2.14572
O -0.62627 -6.18990 1.65792
O 0.21867 -7.61404 3.23969
H 0.17188 -10.29715 5.15104
H -0.98183 -8.94698 5.17656
H 0.57812 -8.62619 5.50578
H 1.12723 -9.57368 3.14720
H -1.91365 -9.80148 2.89868
H -0.64539 -10.30826 1.75102
C -7.73680 -6.68351 1.10436
C -7.77672 -5.33755 0.38638
C -8.65336 -4.18112 0.96575
O -7.73623 -3.08466 1.06624
C -6.44634 -3.45570 0.78884
O -5.38654 -2.88293 1.03899
O -6.49817 -4.79971 0.26452
H -7.97262 -7.50412 0.42680
H -8.38368 -6.76074 1.97824
H -6.70711 -6.83743 1.42708
H -8.20556 -5.67753 -0.55629
H -9.12948 -4.39962 1.92160
H -9.44385 -4.02228 0.23229
C 1.59622 10.05980 3.44509
C 1.65618 8.58818 3.75472
C 2.83201 7.76763 3.33503
O 3.67152 7.65289 4.45458
C 2.94352 7.86114 5.57134
O 3.25588 7.51125 6.68368
O 1.72406 8.43386 5.18296
H 2.57805 10.51592 3.57182
H 0.88874 10.67184 4.00454
H 1.18642 10.21932 2.44774
H 0.74974 8.04138 3.49496
H 3.48124 8.13729 2.54132
H 2.40223 6.81112 3.03754
C 7.58963 0.84529 -2.65443
C 8.56358 1.96720 -2.61932
C 9.79946 1.61319 -3.43236
O 9.83378 2.71823 -4.32007
C 8.73959 3.48334 -4.26013
O 8.45615 4.55278 -4.86231
O 7.96182 2.97060 -3.38700
H 7.86304 -0.01728 -2.04673
H 7.35301 0.42119 -3.63026
H 6.64277 1.17354 -2.22571
H 8.84321 2.26968 -1.61016
H 9.75128 0.67098 -3.97826
H 10.67137 1.75812 -2.79449
Cl 1.15493 3.37452 -8.01734
C 2.50402 4.00539 -6.91980
Cl 3.38118 5.44073 -7.45946
H 1.95483 4.35611 -6.04601
H 3.08271 3.12630 -6.63618
Cl -3.73149 8.07164 -1.84780
C -2.12787 8.38659 -2.60813
Cl -2.19774 8.57701 -4.36946
H -1.69840 9.29540 -2.18654
H -1.49195 7.52743 -2.39468
Cl -3.30473 0.89065 9.00400
C -1.77083 0.87069 8.10950
Cl -1.05181 2.48495 8.31816
H -1.11961 0.10736 8.53533
H -2.01757 0.71482 7.05930
Cl 7.07550 -4.03175 5.99944
C 6.64458 -2.96792 4.61404
Cl 6.47691 -3.80073 2.98122
H 5.63944 -2.57426 4.76512
H 7.40394 -2.20669 4.43508
Cl 4.00159 0.74312 7.88458
C 4.15114 2.03689 6.69551
Cl 5.68189 2.34261 5.77496
H 3.15874 2.11821 6.25208
H 4.18617 2.84841 7.42236


8.
22
Properties=species:S:1:pos:R:3 method="wB97M-V/def2-TZVPD" lumo_ev=-2.941 e_above_lowest_ev=2.738 orbital_gap_ev=11.02 charge=+1
O -1.76785 -0.93956 2.19628
C -0.65002 -0.72315 2.49455
C 0.19785 0.14472 1.28344
N -0.67850 0.45882 0.12345
C -1.63765 1.78123 0.20043
C 1.29518 -0.84944 0.73827
H -0.06317 -0.98336 3.37222
H 0.74448 1.05793 1.70538
H -0.13675 0.51848 -0.87774
H -1.31619 -0.36966 -0.00975
H -1.14715 2.34273 1.10865
H -2.65570 1.76301 0.14385
H -1.42129 2.26305 -0.72925
H 0.82289 -1.78884 0.51658
H 1.99603 -1.09480 1.51900
H 2.07975 -0.65670 -0.06865
H -0.52071 -1.96806 -2.49478
H 0.80736 -2.62060 -1.98406
O 0.18204 -1.80644 -1.86033
H 1.74823 1.77914 -2.20878
H 1.27154 0.51077 -2.89334
O 0.84963 1.18074 -2.27544


One value per record, in order, for energy: -75143.9800; -22377.8237; -5345.7770; -105832.1178; -9320.3210; -7119.1038; -206545.6017; -11999.0729 eV.